1.
Entry from OMol25: a cluster of 2 separate species, C5H12NSe in total at a distorted geometry (ωB97M-V/def2-TZVPD).

Net charge: +1
HOMO energy in eV: -12.672
LUMO in eV: -4.051
HOMO-LUMO gap in eV: 8.6

Element x y z (Å)
H 0.60 -2.16 -0.75
C -2.83 1.21 0.10
H -2.67 1.91 -0.73
C -0.16 0.13 0.39
C 1.77 -0.34 -0.97
H -2.40 1.61 1.02
H 0.00 -1.66 1.47
H -0.73 1.14 1.70
H 0.26 1.19 -1.42
H 1.29 -0.61 1.65
Se -1.93 -0.46 -0.22
C 1.32 -1.57 -0.18
H -3.89 1.01 0.23
H 1.33 1.62 -0.10
C 0.79 0.79 -0.56
H 2.13 -2.22 0.14
H 1.73 -0.54 -2.04
H 2.80 -0.07 -0.72
N 0.60 -0.98 0.98



2.
Entry from OMol25: a structure of composition C32H54GdN2O3P2 at a distorted geometry (ωB97M-V/def2-TZVPD).

Multiplicity: 8
Net charge: +1
HOMO energy (alpha / beta) in eV: -8.473 / -8.576
<S²>: 16.840
LUMO (alpha / beta) in eV: -4.674 / -4.305
HOMO-LUMO gap (alpha / beta) in eV: 3.8 / 4.3

Element x y z (Å)
H -1.34 -3.05 -3.67
H 1.69 -6.72 -1.40
C -1.66 3.56 5.27
C 2.72 -5.36 0.03
C 0.19 3.52 -1.39
H -1.57 -6.32 -0.57
C 2.10 0.83 -3.11
H -1.55 5.98 4.04
H -1.09 6.51 2.42
C -1.25 5.61 3.05
H 1.11 -4.12 -2.52
H 0.49 -6.73 0.66
H -3.99 0.78 0.93
H -1.67 2.13 -3.01
H 2.67 -3.85 1.63
N -3.35 1.16 1.65
H 1.30 5.40 0.33
H -1.80 4.61 5.56
H 2.76 4.45 0.69
C 1.61 1.93 -2.26
H -0.66 -6.26 1.84
C -0.68 2.27 -3.46
H -1.60 4.41 -2.10
P 1.85 -0.60 -0.40
H 3.10 -1.84 -2.05
H 2.92 -2.78 -0.56
H 3.80 1.05 -0.76
H -0.30 5.06 3.11
O -2.33 -0.95 1.89
C 0.77 -4.67 1.45
H 2.72 -5.54 -2.12
H -0.89 -2.07 -5.07
H 2.82 -0.12 1.72
H -1.58 4.16 -0.34
H 3.71 -4.95 -0.23
H -3.70 3.69 4.45
H -3.02 2.06 4.54
H 1.22 4.02 1.43
H 3.05 0.40 -2.76
H -0.60 5.46 -1.05
H 1.35 0.02 -3.17
H 1.29 -1.05 1.93
C -1.16 2.35 2.54
H 0.93 -2.83 -0.08
C 1.38 3.49 -0.61
C 0.34 2.56 -2.42
H -1.34 -1.01 -0.51
C -2.27 0.30 2.02
C 0.87 -4.75 -1.66
C -0.96 4.43 -1.21
N -1.24 1.00 2.57
C 3.51 2.07 -0.47
H -0.66 3.44 4.82
H -0.42 1.36 -4.04
H -1.13 -4.35 -1.99
H 2.82 -1.90 1.48
C 1.69 4.39 0.51
H 2.26 1.15 -4.15
H -3.34 5.13 2.77
H 3.40 2.13 0.62
C 2.05 -4.46 0.99
C -0.66 -2.26 -4.01
C -0.43 -4.67 -1.21
P -0.90 -0.81 -2.93
O -0.06 2.95 2.42
H -2.99 -0.46 -1.87
H 4.12 -1.48 -0.60
H -1.43 -2.65 -1.29
C -0.82 -1.71 -1.17
H 2.96 -6.35 0.44
H -1.70 2.95 6.18
H -3.11 -1.74 -3.14
C -2.71 -0.75 -2.89
C -2.77 3.11 4.32
H -0.74 3.11 -4.16
H -2.35 4.86 1.34
C 2.24 2.49 -1.11
C -2.44 3.22 2.81
C 3.14 -1.79 -0.96
C 2.23 -0.98 1.36
H -3.07 0.03 -3.57
C -3.58 2.50 2.04
H -1.97 -4.89 0.28
C -0.10 -5.86 0.99
C -1.07 -5.46 -0.12
H 1.02 -2.48 -1.67
C 1.97 -5.65 -1.31
C 0.63 -1.98 -0.79
O -4.66 3.00 1.78
H 4.33 2.76 -0.78
Gd -0.88 -3.35 0.89
H 0.37 -2.65 -4.03
C -2.36 4.74 2.44
H 0.51 -4.33 2.51



3.
Entry from OMol25: a cluster of 11 separate species, C35H98N6O15 in total at a distorted geometry (ωB97M-V/def2-TZVPD).

Net charge: 0
HOMO energy in eV: -8.724
LUMO in eV: 0.478
SMILES string: COC[C@H](C)N.COC[C@H](C)N.COC[C@H](C)N.COC[C@H](C)N.COC[C@H](C)N.COC[C@H](C)N.CC(C)O.OCCO.OCCO.OCCO.OCCO
HOMO-LUMO gap in eV: 9.2

Element x y z (Å)
N 13.00 -0.06 23.39
H 16.56 -2.94 20.13
H 12.36 -1.48 27.92
H 14.19 0.63 21.94
C 10.09 1.75 18.03
H 15.05 -4.73 27.28
C 11.74 -2.62 20.00
H 16.69 -5.79 24.42
H 13.28 -6.87 19.35
C 13.79 -6.81 18.34
O 18.21 0.54 21.15
O 14.56 1.09 21.13
H 10.86 -0.70 27.87
H 21.09 -3.08 21.67
C 11.66 2.84 20.99
H 10.95 -2.38 27.22
H 11.80 3.69 21.65
C 16.46 -8.11 22.80
H 20.79 -2.73 23.40
C 15.95 1.26 21.40
C 12.81 -3.52 20.73
N 14.72 -8.62 24.59
H 11.94 -0.96 17.77
N 11.62 -6.86 24.77
H 8.96 -4.48 13.76
H 13.24 -6.43 16.21
N 17.50 -5.19 21.40
H 14.69 -9.49 24.10
O 13.72 -0.26 18.78
H 12.82 0.83 16.44
C 16.89 0.18 20.79
H 13.45 -3.90 18.85
H 10.91 -7.79 22.07
H 12.22 -2.95 22.65
H 10.64 -4.73 13.34
O 8.82 -5.42 22.84
H 15.04 1.17 24.83
H 16.63 -9.19 22.61
C 9.09 -0.27 24.22
C 9.72 1.07 24.49
H 9.85 -0.84 23.63
H 14.99 -1.08 17.42
H 13.63 -2.05 26.24
H 10.64 0.82 25.03
C 17.62 -3.10 20.05
H 16.30 -4.51 26.12
O 10.93 3.19 19.82
H 14.07 0.42 19.34
C 12.93 -1.60 25.42
N 8.83 1.00 17.70
H 17.45 -2.78 22.72
H 17.83 -3.53 19.14
H 11.49 -7.91 24.87
C 14.34 -0.23 17.50
C 10.29 -1.93 13.73
H 17.34 -7.52 22.48
H 13.43 -0.65 15.47
H 9.83 1.60 20.25
H 7.65 -3.83 22.28
H 8.10 1.63 17.46
C 12.86 -6.36 17.25
H 8.86 -1.25 20.89
H 9.85 -0.97 19.47
O 12.09 -1.02 16.84
H 9.74 3.32 16.71
C 8.43 -4.05 23.07
H 14.60 -1.14 24.21
H 7.66 -0.76 22.87
O 11.83 -0.88 26.09
H 21.14 -1.44 22.19
C 20.66 -2.37 22.36
H 12.39 -4.56 20.77
H 14.71 -8.74 25.58
H 14.74 -5.21 19.22
H 9.96 -5.28 14.97
H 12.29 -6.70 21.94
H 14.78 -4.09 25.54
H 8.84 -2.40 19.58
H 12.22 0.61 23.65
H 16.17 2.20 20.92
H 18.73 -3.85 23.28
H 13.50 1.15 25.84
H 12.01 -7.04 17.35
C 15.79 -6.38 24.50
C 13.16 -0.23 16.47
C 18.18 -3.94 21.18
H 18.09 -2.09 20.10
C 10.55 2.75 17.01
H 12.63 -0.84 22.85
H 11.42 3.32 17.29
H 17.10 -5.50 20.55
H 12.04 -2.61 15.65
H 16.58 -0.77 21.14
C 9.52 -1.77 20.16
H 9.08 1.69 25.06
H 16.69 -5.13 22.03
C 9.90 2.38 19.39
H 10.61 -6.09 21.54
H 16.84 0.15 19.68
C 10.39 -3.15 14.75
C 14.33 0.56 25.40
O 15.18 -6.19 25.77
H 14.23 -7.77 18.02
C 11.45 -1.40 27.33
O 10.15 1.79 23.30
O 12.42 -4.99 17.56
H 10.90 1.02 18.34
H 11.36 -5.23 23.59
H 14.91 0.17 26.17
H 11.10 2.07 21.55
C 13.73 -0.56 24.56
N 13.89 -3.61 19.75
C 11.22 -6.78 22.16
H 10.83 -2.04 12.80
H 14.26 -2.65 19.56
C 13.16 -3.02 22.16
H 13.79 -3.72 22.70
O 14.94 -5.92 18.57
H 9.41 1.82 22.69
H 12.54 -2.35 24.75
H 14.92 0.70 17.27
C 9.96 -4.51 14.15
H 18.79 -0.06 21.62
H 11.45 -3.17 19.05
H 9.27 -5.66 24.89
H 16.86 -8.15 24.88
H 12.66 -6.78 24.80
H 15.10 -5.97 23.76
H 9.21 -1.82 13.44
H 8.93 -0.81 25.16
O 11.74 -3.36 15.13
H 12.70 2.52 20.84
C 18.40 -3.15 22.45
C 10.95 -6.29 23.61
H 16.16 1.33 22.45
H 9.80 -2.91 15.62
O 19.28 -2.15 22.15
H 10.76 2.20 16.07
H 13.53 -2.01 22.09
H 15.62 -7.67 22.17
H 9.02 0.26 16.97
H 19.16 -4.26 20.86
H 7.96 -3.93 24.09
H 8.96 -7.04 23.87
H 10.55 -1.05 14.23
O 10.59 -2.43 20.88
O 7.83 -0.10 23.53
H 12.25 -4.52 16.73
C 9.43 -6.13 23.91
H 9.01 3.00 19.42
C 16.01 -7.85 24.23
H 12.19 -1.60 19.78
C 15.27 -4.82 26.18
H 9.30 -3.29 23.07



4.
Entry from OMol25: an isolated molecule of C3H5N3 at a distorted geometry (ωB97M-V/def2-TZVPD).

Net charge: 0
HOMO energy in eV: -10.039
LUMO in eV: 0.667
SMILES string: C/N=C(\N)C#N
HOMO-LUMO gap in eV: 10.7

Element x y z (Å)
H -1.74 -0.31 0.70
N -0.46 -0.23 -0.97
N 2.10 1.94 -1.71
H 0.46 -0.37 1.52
C -1.35 -0.96 -0.09
C 1.36 1.26 -1.14
N 0.69 0.46 1.00
H -0.84 -1.81 0.39
H -2.19 -1.35 -0.66
H 1.51 0.95 1.32
C 0.46 0.42 -0.36



5.
Entry from OMol25: a structure of composition C20H16Cl5MoNO2SSe2 (ωB97M-V/def2-TZVPD).

Multiplicity: 3
Net charge: 0
HOMO energy (alpha / beta) in eV: -7.121 / -7.871
<S²>: 2.028
LUMO (alpha / beta) in eV: -0.805 / -0.884
HOMO-LUMO gap (alpha / beta) in eV: 6.3 / 7.0

Element x y z (Å)
H -2.93 -1.55 -2.82
C 2.29 3.95 -0.82
C 1.74 0.04 2.46
Cl 2.96 -0.86 1.61
H 3.34 4.20 -0.89
H 1.59 5.98 -0.79
Mo 0.42 0.04 -0.37
Se 0.62 -2.44 -0.38
H -1.82 -3.17 0.97
Se -1.39 0.17 -1.98
C -2.29 -2.57 -1.05
H -2.16 -0.94 1.76
O -1.96 -1.10 0.83
H -3.78 -4.70 -3.01
H -3.47 -2.52 0.76
H -4.32 -3.27 -1.24
C 0.62 0.48 1.76
H 5.47 -0.55 -1.96
C 1.31 4.93 -0.78
Cl -1.31 2.35 4.78
C 1.95 0.27 3.82
C -0.33 3.22 -0.71
Cl 1.23 1.29 6.22
C -2.42 -2.40 0.47
C -0.30 1.20 2.53
H -0.70 -2.85 -2.49
H -3.15 -4.52 -0.77
Cl -1.77 1.83 1.81
O -3.14 -4.01 -2.78
C 1.00 0.99 4.54
C -0.02 4.57 -0.76
C 2.78 1.48 -1.04
C 3.30 -0.68 -1.69
H -1.35 2.87 -0.69
H 3.13 -1.72 -1.91
C 2.27 0.22 -1.29
C -2.68 -1.29 -1.79
N 0.60 2.27 -0.70
C 4.53 -0.09 -1.72
S 4.47 1.56 -1.27
H -0.82 5.30 -0.77
C -3.31 -3.65 -1.42
H -3.56 -0.84 -1.32
C 1.90 2.62 -0.81
Cl 3.36 -0.30 4.61
H -0.86 -4.16 -1.33
C -0.14 1.46 3.89
C -0.90 -3.08 -1.45



6.
Entry from OMol25: a structure of composition C21H31NOP2SSc at a distorted geometry (ωB97M-V/def2-TZVPD).

Net charge: +1
HOMO energy in eV: -9.361
LUMO in eV: -3.295
HOMO-LUMO gap in eV: 6.1

Element x y z (Å)
N 0.44 0.34 -2.12
C -0.72 3.81 -4.15
H -2.91 2.50 1.05
H -1.82 -3.05 0.90
C -2.70 2.44 -0.02
C -1.69 2.95 -3.63
C -2.34 0.87 -2.30
H -1.89 3.13 -0.30
H 1.30 -4.21 0.28
H 2.15 -0.46 -0.12
C 0.63 -2.57 -2.00
C 1.59 -0.29 -2.60
H 0.41 -0.26 5.20
H -0.30 -2.47 -2.58
P 0.12 -2.24 -0.25
H 1.40 4.18 -4.35
P -2.14 0.73 -0.45
C 3.99 -1.45 -3.43
H 4.63 0.57 -3.84
H -1.10 -4.28 -0.20
Sc 0.63 0.30 0.17
C 1.02 2.36 -3.29
C -0.18 -0.87 4.49
C 2.45 2.01 -3.00
H -1.80 1.26 3.01
H -2.10 -2.96 -0.89
H -3.73 -0.35 1.09
H 2.31 -2.73 0.57
H -4.63 0.36 -0.28
S -0.02 -0.33 2.75
C 0.63 3.51 -3.97
H -2.75 3.20 -3.78
H -1.01 4.72 -4.70
C 3.83 -0.07 -3.48
H -3.75 -1.17 -0.51
H 4.93 -1.91 -3.78
H 2.75 2.40 -2.01
H -1.26 -0.78 4.72
C 1.75 -1.71 -2.54
C -0.73 1.33 2.85
C 0.04 1.48 -2.79
C 2.64 0.52 -3.08
H 0.09 -1.94 4.59
H -3.61 2.72 -0.57
C -3.71 -0.19 0.00
C -1.35 1.79 -2.93
H -3.36 1.21 -2.49
H 0.93 -3.62 -1.95
H -2.25 -0.15 -2.67
C 2.97 -2.26 -2.95
H 3.13 2.50 -3.70
H -0.44 1.89 1.95
H 3.12 -3.35 -2.87
C 1.33 -3.20 0.72
C -1.39 -3.23 -0.10
H -0.16 1.80 3.67
O 1.42 0.11 2.28
H 1.00 -3.20 1.77



7.
Entry from OMol25: a structure of composition C2H2F3NO at a distorted geometry (ωB97M-V/def2-TZVPD).

Multiplicity: 3
Net charge: 0
HOMO energy (alpha / beta) in eV: -6.090 / -10.046
<S²>: 2.041
LUMO (alpha / beta) in eV: 0.929 / -2.588
HOMO-LUMO gap (alpha / beta) in eV: 7.0 / 7.5

Element x y z (Å)
H -0.86 0.48 1.23
C 1.11 0.49 -0.28
F 1.83 0.16 0.80
N -0.49 -0.62 -0.24
H -2.31 -0.74 0.55
C -1.32 -0.29 0.67
F 0.75 1.80 -0.22
F 1.73 0.14 -1.39
O -0.42 -1.42 -1.12



8.
Entry from OMol25: a structure of composition C2H8N4O2Sn at a distorted geometry (ωB97M-V/def2-TZVPD).

Net charge: +2
HOMO energy in eV: -15.354
LUMO in eV: -12.261
HOMO-LUMO gap in eV: 3.1

Element x y z (Å)
H 3.21 0.15 -3.58
Sn -0.93 -4.08 -0.14
H 4.57 0.50 -2.63
N -3.26 2.03 1.45
H -2.54 2.51 0.92
H -3.85 2.68 1.94
H 3.96 -1.54 -0.10
N -4.22 0.39 2.45
O 2.17 -1.44 -1.79
H -4.83 1.12 2.79
H -4.43 -0.54 2.80
C -3.35 0.76 1.55
N 3.75 -0.08 -2.75
H 4.98 -0.50 -1.15
N 4.13 -0.99 -0.93
O -2.64 -0.06 1.03
C 3.28 -0.91 -1.86



9.
Entry from OMol25: a structure of composition C5H8O3Yb at a distorted geometry (ωB97M-V/def2-TZVPD).

Multiplicity: 2
Net charge: +1
HOMO energy (alpha / beta) in eV: -11.811 / -12.264
<S²>: 0.754
LUMO (alpha / beta) in eV: -4.636 / -4.638
HOMO-LUMO gap (alpha / beta) in eV: 7.2 / 7.6

Element x y z (Å)
O 0.01 -1.26 -0.86
C -0.47 1.51 -0.68
H -2.24 1.62 0.51
H 0.94 -0.63 2.20
Yb -1.91 -1.36 -2.03
O 0.23 0.67 0.27
H 3.19 -0.56 1.17
H -2.38 2.28 -1.13
C 1.06 -1.26 1.31
H -0.11 1.26 -1.69
C 2.50 -1.36 0.92
H -0.12 2.52 -0.43
O -2.49 0.19 -0.92
C 0.30 -0.62 0.17
H 2.83 -2.15 0.24
H 0.63 -2.25 1.49
C -1.98 1.42 -0.55



10.
Entry from OMol25: an isolated molecule of C6H15N at a distorted geometry (ωB97M-V/def2-TZVPD).

Net charge: 0
HOMO energy in eV: -7.745
LUMO in eV: 1.136
SMILES string: CCN(CC)CC
HOMO-LUMO gap in eV: 8.9

Element x y z (Å)
C -0.74 -0.15 2.05
C 1.38 0.78 -0.83
H -1.72 -0.36 1.79
C -2.01 -1.25 -0.68
H 0.45 1.66 1.44
H -2.80 -0.77 0.05
H 1.69 1.85 -0.47
C 2.57 -0.05 -0.46
H -0.07 -1.07 1.85
N 0.18 0.29 -0.22
C -0.31 1.06 0.97
H -0.18 -1.04 -1.71
H -1.74 -2.26 -0.33
H -1.21 1.75 0.82
H 1.17 1.15 -1.87
H 2.48 -0.99 -0.81
H 2.80 -0.19 0.62
C -0.82 -0.36 -1.11
H -0.53 0.49 2.93
H 3.45 0.35 -0.91
H -1.22 0.53 -1.69
H -2.82 -1.42 -1.42



11.
Entry from OMol25: a structure of composition C17H12Cl2IrN3O2 (ωB97M-V/def2-TZVPD).

Multiplicity: 5
Net charge: +2
HOMO energy (alpha / beta) in eV: -13.704 / -15.766
<S²>: 6.013
LUMO (alpha / beta) in eV: -7.306 / -8.518
HOMO-LUMO gap (alpha / beta) in eV: 6.4 / 7.2

Element x y z (Å)
O 0.00 1.73 -1.39
C 4.66 -0.93 -0.25
C -2.99 -1.04 -1.96
H 5.70 -0.94 0.06
H -5.08 -1.13 -2.37
C 0.43 4.52 -0.79
C -3.64 -0.78 0.68
C -4.66 -0.89 -0.27
Cl 1.18 4.64 -2.30
C 2.33 -0.80 0.28
C -1.18 -0.69 1.22
H -3.89 -0.68 1.73
N 2.01 -0.93 -1.05
Cl 1.39 4.15 0.58
N 0.00 -0.70 0.60
H -5.69 -0.88 0.04
H 2.14 -0.64 3.16
C 0.00 -0.60 3.28
H 5.09 -1.17 -2.35
H -2.67 -1.16 -2.98
C 2.99 -1.07 -1.95
N -2.01 -0.91 -1.05
C -0.84 2.39 -0.89
C 4.33 -1.07 -1.59
O -1.80 2.77 -0.39
C 3.65 -0.81 0.69
Ir 0.01 -0.65 -1.52
H -0.43 5.14 -0.61
C 1.21 -0.64 2.61
C -2.33 -0.78 0.27
C 1.18 -0.70 1.22
H 0.00 -0.55 4.36
C -4.32 -1.03 -1.60
C -1.21 -0.63 2.60
H -2.15 -0.62 3.15
H 2.68 -1.19 -2.98
H 3.89 -0.72 1.74



> What is the formula in the first record?

C5H12NSe